17
Properties=species:S:1:pos:R:3 method="wB97M-V/def2-TZVPD" e_homo_ev=-8.543 e_above_lowest_ev=4.350 orbital_gap_ev=9.74 total_charge=0
C 2.4801 0.4556 0.2998
C 1.4866 -0.6334 0.0319
C 0.2579 -0.7974 0.5143
O -0.5023 0.1152 1.1807
C -1.8663 0.0464 0.7474
C -2.2711 0.4094 -0.6296
C -2.2430 -0.8607 -0.3579
H 3.4174 -0.0321 0.5916
H 2.1656 1.1054 1.1204
H 2.7055 1.0792 -0.5744
H 1.8315 -1.4676 -0.5733
H -0.2335 -1.7557 0.3666
H -2.5132 0.2451 1.6002
H -2.4544 1.1855 -1.3560
H -2.3245 -1.8805 -0.7001
H 0.3353 1.1861 -1.0756
H -0.2716 1.5997 -1.1859